<a>
Molecular formula: C19H28N2O3S2
Method: DFT, ωB97M-V/def2-TZVPD

Computed properties:
LUMO level (eV): 0.4
HOMO energy (eV): -8.77
SMILES: CSC1(C(=O)N2C[C@H]3CSC[C@@]3(C)C2)CN(C(=O)[C@@H]2CC3(CC3)CO2)C1
Multiplicity: 1
Total charge: 0

Each line ends with the Mulliken charge.
Geometry (Å):
1 C 0.0453 0.1119 -5.3762  -1.247
2 C 0.0938 1.2925 -0.0873  -0.783
3 C 3.9586 -4.7029 5.5441  -0.749
4 H 1.4228 -2.0999 -1.8763  0.418
5 C 2.0155 -1.2769 -6.1323  -1.890
6 C 4.4674 -5.5994 4.4400  -0.900
7 S 0.6358 -0.4127 0.1413  -0.089
8 C 3.2479 0.4298 0.7812  -0.980
9 H 5.4073 -6.1124 4.5952  0.265
10 O 4.8339 -0.5169 3.0499  -0.697
11 C 2.2179 0.2189 -4.0962  -1.385
12 C 0.7906 -1.7732 -3.9410  -0.297
13 C 2.5255 0.3818 -1.6886  -0.651
14 H -1.3632 -2.0427 -3.9793  0.424
15 H 4.5581 -4.6150 6.4409  0.271
16 H 1.8491 1.2394 -3.9998  0.421
17 H 0.7134 1.9722 0.4953  0.300
18 C 3.6323 -3.4039 3.2595  -0.982
19 H 1.3534 -1.9151 -6.7204  0.474
20 N 3.8118 -0.8826 1.0809  0.322
21 C 4.6851 -2.7989 2.2951  0.588
22 H 5.7628 -2.4345 4.7981  0.264
23 H 3.9746 1.1378 0.3858  0.316
24 C -0.6304 -1.4222 -3.4624  -0.981
25 H 2.4926 -2.4082 0.3006  0.367
26 S -0.9548 0.3133 -3.8846  -0.223
27 C 1.8337 -1.7670 -2.8265  -0.809
28 H 6.6615 -3.9590 4.5451  0.386
29 H -0.7576 -1.5576 -2.3895  0.411
30 H 2.9481 -4.0818 2.7495  0.384
31 H 2.6772 -2.4178 -3.0867  0.291
32 C 4.4952 -4.1091 4.2867  1.004
33 O 5.9631 -3.0772 2.8382  -0.533
34 H 0.7683 -2.7530 -4.4220  0.476
35 C 1.2803 -0.6811 -4.9368  1.676
36 H -0.5246 -0.4416 -6.1268  0.466
37 H 4.6487 -3.2614 1.3061  0.426
38 H 2.8907 -4.6601 5.7119  0.267
39 H 2.6981 0.8768 1.6086  0.300
40 H 2.3980 -0.4894 -6.7845  0.411
41 H -0.9303 1.3387 0.2791  0.433
42 C 4.4756 -1.2913 2.1828  0.031
43 O 2.8264 1.5615 -1.7862  -0.696
44 C 3.1320 -1.5759 -0.0051  -1.117
45 C 2.3836 -0.2485 -0.3124  1.705
46 C 5.8051 -3.3661 4.2250  -0.736
47 H 3.2193 0.2678 -4.5349  0.294
48 N 2.2658 -0.3817 -2.7713  0.378
49 H 3.7359 -6.1544 3.8671  0.253
50 H 2.8665 -1.8787 -5.8056  0.412
51 H 3.0479 -2.6097 3.7285  0.350
52 H 0.3061 1.0856 -5.7895  0.531
53 H 3.8001 -1.9044 -0.8058  0.295
54 H 0.1158 1.5733 -1.1383  0.135

***

<b>
Molecular formula: C19H28N2O3S2
Method: DFT, ωB97M-V/def2-TZVPD

Computed properties:
LUMO level (eV): 0.4
HOMO energy (eV): -8.69
SMILES: CSC1(C(=O)N2C[C@H]3CSC[C@@]3(C)C2)CN(C(=O)[C@@H]2CC3(CC3)CO2)C1
Multiplicity: 1
Total charge: 0

Each line ends with the Mulliken charge.
Geometry (Å):
1 C 0.1975 0.6919 -5.5834  -1.297
2 N 2.0174 -0.0339 -2.6404  0.445
3 C 2.8773 0.3408 1.0121  -1.117
4 C 4.2835 -1.4772 2.0551  0.164
5 C 4.5196 -4.2996 -1.4980  -1.139
6 O 3.6093 -3.7614 1.7322  -0.444
7 C 5.6125 -3.1431 0.6041  -1.430
8 H -0.1829 1.6901 -1.1138  0.145
9 H 6.6444 -3.3550 0.8843  0.411
10 H 2.3061 0.5829 1.9082  0.347
11 H -0.2185 0.1546 -6.4383  0.476
12 C 2.2427 -0.7374 -5.9544  -1.878
13 H 2.3801 -2.0541 -3.1271  0.074
14 H 3.1499 -5.4033 0.6035  0.372
15 C 2.0284 -0.1787 -0.1783  2.408
16 C 2.7425 -1.5490 -0.0238  -0.957
17 S -1.0628 0.9388 -4.3126  -0.211
18 C 4.7509 -2.9144 1.8707  0.361
19 N 3.5201 -0.9690 1.0658  0.239
20 C -0.7982 -0.7333 -3.6456  -0.865
21 H 0.5521 1.6637 -5.9282  0.504
22 H 2.7614 0.0427 -6.5148  0.431
23 H 3.5687 -4.7449 -1.7630  0.282
24 H 0.3295 2.0514 0.5532  0.315
25 C 4.9492 -4.3398 -0.0612  1.592
26 H 1.6930 -1.3591 -6.6635  0.485
27 H 5.6172 -2.2672 -0.0456  0.443
28 C 5.6344 -5.2154 -1.0565  -0.793
29 C 2.2671 0.5920 -1.4687  -0.805
30 C 4.0324 -4.9010 0.9997  -0.875
31 H -1.3038 1.4322 0.2404  0.446
32 H 3.5505 1.1574 0.7587  0.312
33 C -0.2618 1.3841 -0.0712  -0.797
34 C 0.6075 -1.2161 -4.0627  -0.311
35 H -0.9005 -0.6839 -2.5617  0.224
36 H 5.3028 -3.1779 2.7760  0.542
37 H 4.5722 -5.5947 1.6587  0.297
38 C 2.0830 0.7191 -3.8890  -1.398
39 S 0.2548 -0.3300 0.1560  -0.143
40 H 1.0372 -1.7939 -1.9992  0.571
41 H 3.0024 -1.3588 -5.4748  0.363
42 H 1.6385 1.7013 -3.7304  0.451
43 H 2.0963 -2.3748 0.2758  0.161
44 H 3.3404 -1.8529 -0.8852  -0.094
45 O 4.6489 -0.8022 3.0008  -0.697
46 C 1.5448 -1.3906 -2.8724  -0.973
47 H 6.6441 -4.9586 -1.3479  0.291
48 H 5.4318 -6.2783 -1.0216  0.275
49 H 4.7946 -3.4288 -2.0810  0.319
50 C 1.3024 -0.1270 -4.9194  1.786
51 O 2.6337 1.7563 -1.4320  -0.698
52 H 3.1210 0.8681 -4.1993  0.281
53 H -1.5641 -1.4062 -4.0288  0.455
54 H 0.5208 -2.1451 -4.6284  0.656

***

It is <b> that is the most stable of them.

***

<a>
Molecular formula: C3H10O3
Method: DFT, ωB97M-V/def2-TZVPD

Computed properties:
LUMO level (eV): 0.5
HOMO energy (eV): -10.08
SMILES: C=CCO.O.O
Multiplicity: 1
Total charge: 0

Each line ends with the Mulliken charge.
Geometry (Å):
1 H -1.0790 0.5518 2.0718  0.284
2 H 0.0072 1.0824 -1.8220  0.285
3 H -0.3659 -1.3333 0.8358  0.262
4 H -0.6357 2.5828 0.8159  0.208
5 H 0.3156 0.9897 -3.3011  0.302
6 H 1.5250 0.4656 0.5676  0.386
7 C 0.6982 0.9953 1.0180  -0.130
8 H 0.3988 0.2706 3.0308  0.277
9 O -0.6048 -2.1207 -1.5919  -0.633
10 C 0.2553 2.0928 0.4333  -0.912
11 H 0.5914 2.4521 -0.5280  0.498
12 O 0.0052 -1.1887 1.7165  -0.481
13 C -0.0586 0.1863 2.0430  -0.368
14 O -0.0369 0.4722 -2.5691  -0.680
15 H -0.9471 -2.7325 -2.2530  0.314
16 H -0.5279 -1.2382 -1.9784  0.389

***

<b>
Molecular formula: C3H10O3
Method: DFT, ωB97M-V/def2-TZVPD

Computed properties:
LUMO level (eV): 0.5
HOMO energy (eV): -10.24
SMILES: C=CCO.O.O
Multiplicity: 1
Total charge: 0

Each line ends with the Mulliken charge.
Geometry (Å):
1 O -1.2181 1.4739 -1.2961  -0.667
2 H -0.4396 0.2017 1.4972  0.245
3 O -2.5458 -0.8502 -1.5833  -0.653
4 H -1.6787 -1.2697 -1.6383  0.314
5 C 0.8623 -0.7325 0.1598  0.105
6 H 1.2175 0.0536 2.1579  0.388
7 C 1.6249 -1.8058 0.2982  -0.833
8 C 0.6358 0.3046 1.2614  -0.435
9 H -1.6983 2.3065 -1.3933  0.293
10 H 1.1596 2.2752 1.3105  0.290
11 H -2.2909 0.0194 -1.1961  0.391
12 H -0.7955 1.5161 -0.4217  0.344
13 H 2.0710 -1.9601 1.2865  0.180
14 H 1.8514 -2.6046 -0.3791  0.294
15 H 0.4155 -0.5136 -0.7966  0.307
16 O 0.8290 1.5854 0.7331  -0.563

***

It is <a> that is the most stable of them.

***

<a>
Molecular formula: C4H10IP
Method: DFT, ωB97M-V/def2-TZVPD

Computed properties:
LUMO level (spin up / spin down) (eV): -0.7 / -0.4
HOMO energy (spin up / spin down) (eV): -7.96 / -8.13
Multiplicity: 1
Total charge: 0

Each line ends with the Mulliken charge.
Geometry (Å):
1 H 0.2046 1.1008 -1.9074  0.276
2 H 1.8244 1.3455 1.3799  0.409
3 H 1.5649 -0.3093 1.5889  0.232
4 C -1.0084 0.0779 -0.2977  -0.114
5 H 0.8931 -2.0271 -0.2392  -0.002
6 H -0.4436 1.9585 0.4563  0.341
7 C -0.2065 0.8694 0.8218  -0.568
8 H -0.1291 -2.2360 1.5934  -0.009
9 H -1.3791 0.3681 -2.4862  0.318
10 H 1.7988 0.3855 -0.1294  0.233
11 C -0.5130 0.2443 -1.7249  -0.870
12 I -3.0532 0.1666 0.0406  0.083
13 H -0.6534 0.7202 1.7500  0.458
14 H 0.1009 -0.6673 -2.0604  0.200
15 P -0.3113 -2.5845 0.3136  0.100
16 C 1.3108 0.5875 0.9007  -1.088

***

<b>
Molecular formula: C4H10IP
Method: DFT, ωB97M-V/def2-TZVPD

Computed properties:
LUMO level (spin up / spin down) (eV): -2.3 / -1.4
HOMO energy (spin up / spin down) (eV): -7.61 / -8.30
Multiplicity: 1
Total charge: 0

Each line ends with the Mulliken charge.
Geometry (Å):
1 H 0.8829 -1.8833 -1.4340  0.088
2 H 0.4125 1.7143 -0.0657  0.339
3 H 0.1378 -1.0379 2.3611  0.386
4 H -1.3105 1.8639 -1.8050  0.344
5 P 0.0093 -1.9930 -0.3607  -0.062
6 H -1.1329 0.0996 1.8759  0.334
7 C 0.1168 0.8068 -0.5964  -0.587
8 H 0.4966 0.6927 2.1505  0.317
9 H -2.0291 1.1309 -0.3634  0.320
10 C -1.2997 0.9884 -1.1578  -1.168
11 H -1.5822 0.1190 -1.7507  0.370
12 C 0.2219 -0.3654 0.3258  0.498
13 C -0.0714 -0.1516 1.7608  -1.215
14 H 0.7868 0.6709 -1.4475  0.344
15 I 3.5020 0.0352 0.0150  -0.388
16 H 0.8590 -2.6903 0.4922  0.081

***

It is <b> that is the most stable of them.

***

<a>
Molecular formula: C2H9NO3
Method: DFT, ωB97M-V/def2-TZVPD

Computed properties:
LUMO level (eV): 0.9
HOMO energy (eV): -9.30
SMILES: NCC=O.O.O
Multiplicity: 1
Total charge: 0

Each line ends with the Mulliken charge.
Geometry (Å):
1 C 2.7681 1.8292 1.1714  0.040
2 H -2.6432 -2.8319 3.9425  0.320
3 H 1.9506 0.9449 -0.6163  0.325
4 H -3.6381 -0.0740 -5.7534  0.321
5 H -2.2795 -0.2363 -6.4216  0.319
6 H 0.8996 2.0367 0.3048  0.276
7 C 1.6154 1.2094 0.3912  -0.419
8 O 2.7514 1.9712 2.3694  -0.467
9 N 0.9596 0.0751 1.0030  -0.540
10 H -2.5842 -4.0550 3.0221  0.319
11 H 3.6508 2.1656 0.5865  0.318
12 H 0.5755 0.3211 1.9063  0.246
13 O -2.8810 0.4292 -6.0730  -0.641
14 H 1.6207 -0.6755 1.1397  0.221
15 O -2.7657 -3.1095 3.0273  -0.640

***

<b>
Molecular formula: C2H9NO3
Method: DFT, ωB97M-V/def2-TZVPD

Computed properties:
LUMO level (eV): 0.5
HOMO energy (eV): -9.56
SMILES: NCC=O.O.O
Multiplicity: 1
Total charge: 0

Each line ends with the Mulliken charge.
Geometry (Å):
1 H 3.0610 0.1974 -0.4876  0.330
2 H 2.3333 -1.9849 -3.0721  0.330
3 H -2.7139 -1.4964 1.0329  0.266
4 O 1.9455 -1.1532 -2.6663  -0.637
5 O 2.7658 0.8523 0.1917  -0.647
6 H -0.4923 -0.9559 1.9068  0.259
7 H -1.0830 0.5296 2.6118  0.256
8 N -2.6024 -0.5387 1.4754  -0.613
9 O -1.2787 0.7741 -0.6196  -0.556
10 H -2.9113 -0.0169 0.6763  0.305
11 H 1.2098 -1.5403 -2.1691  0.312
12 H 0.4052 0.8700 0.7421  0.175
13 C -1.2377 -0.1510 1.7239  -0.409
14 C -0.6948 0.6100 0.5094  0.321
15 H 2.5416 1.6284 -0.2149  0.308

***

<c>
Molecular formula: C2H9NO3
Method: DFT, ωB97M-V/def2-TZVPD

Computed properties:
LUMO level (eV): 0.6
HOMO energy (eV): -9.20
SMILES: CC(N)=O.O.O
Multiplicity: 1
Total charge: 0

Each line ends with the Mulliken charge.
Geometry (Å):
1 O 0.0317 1.0396 -0.8385  -0.578
2 H -0.1677 -1.0672 0.2825  0.272
3 O 3.6441 1.5337 -0.2115  -0.611
4 H -1.9410 2.4863 -0.1627  0.257
5 H -1.7424 -0.6809 1.0236  0.203
6 H -2.3899 1.2769 -1.3343  0.248
7 H 0.3225 -3.5532 -0.6286  0.298
8 N -0.8570 -0.4170 0.6400  -0.398
9 C -0.8439 0.8010 -0.0287  0.584
10 H -3.0122 1.0912 0.4152  0.344
11 C -2.2203 1.4387 -0.2514  -0.882
12 H 0.8755 -3.3305 0.8385  0.297
13 H 3.6295 1.3727 0.7257  0.305
14 H 4.3339 0.9891 -0.5969  0.306
15 O 0.3374 -2.9805 0.1273  -0.646

***

<d>
Molecular formula: C2H9NO3
Method: DFT, ωB97M-V/def2-TZVPD

Computed properties:
LUMO level (eV): 0.5
HOMO energy (eV): -10.19
SMILES: CNC=O.O.O
Multiplicity: 1
Total charge: 0

Each line ends with the Mulliken charge.
Geometry (Å):
1 H -0.3068 1.2137 -2.6635  0.299
2 H -2.9940 0.7656 0.4999  0.315
3 O 0.3396 1.7997 -2.8297  -0.610
4 O 1.7009 -3.8148 -0.8390  -0.639
5 H 1.4029 -2.8712 -0.6555  0.316
6 O -1.2757 1.4189 -0.4075  -0.500
7 H 2.3425 -3.5671 -1.4914  0.317
8 N -1.1380 0.4899 1.6295  -0.151
9 H -1.3579 0.2594 2.5067  0.173
10 H 0.4332 2.2206 -1.9620  0.334
11 C 0.3532 0.3580 1.4951  -0.616
12 H 0.6467 -0.6160 1.0665  0.131
13 H 0.7292 1.1394 0.7935  0.246
14 C -1.8539 0.8006 0.4446  0.069
15 H 0.9779 0.4033 2.4127  0.315

***

It is <c> that is the most stable of them.

***

<a>
Molecular formula: C2H9NO3
Method: DFT, ωB97M-V/def2-TZVPD

Computed properties:
LUMO level (eV): 0.7
HOMO energy (eV): -8.77
SMILES: NCC=O.O.O
Multiplicity: 1
Total charge: 0

Each line ends with the Mulliken charge.
Geometry (Å):
1 H 0.6566 -0.7291 0.6882  0.185
2 C 2.0918 0.7000 0.1026  0.002
3 H -4.4059 2.9875 -0.8447  0.321
4 N 1.6280 -1.5133 -0.9294  -0.566
5 H 2.4900 -1.7130 -1.4235  0.221
6 H 1.0690 -1.0962 -1.6641  0.218
7 H 1.9137 1.1658 -0.8760  0.306
8 O 2.6894 1.2554 0.9903  -0.473
9 O -1.0623 -2.2491 1.0927  -0.621
10 H -0.8763 -2.9876 1.6682  0.303
11 H -1.9297 -1.8842 1.2207  0.303
12 H 2.1802 -1.3324 1.1176  0.328
13 C 1.6933 -0.7801 0.3142  -0.205
14 H -4.3183 4.4604 -0.9147  0.321
15 O -3.8196 3.7158 -0.5422  -0.642

***

<b>
Molecular formula: C2H9NO3
Method: DFT, ωB97M-V/def2-TZVPD

Computed properties:
LUMO level (eV): 0.8
HOMO energy (eV): -10.23
SMILES: CC(N)=O.O.O
Multiplicity: 1
Total charge: 0

Each line ends with the Mulliken charge.
Geometry (Å):
1 O -0.1171 -0.6016 0.4354  -0.735
2 C -0.3462 1.7566 0.3086  -1.198
3 O 2.3978 -1.9860 -0.0014  -0.675
4 H -3.8822 -0.0798 0.1671  0.290
5 O -3.0966 0.3774 0.4790  -0.615
6 C 0.2078 0.4357 -0.1096  0.833
7 H 1.4967 -1.9132 0.3766  0.348
8 H 1.6791 -0.3879 -1.1639  0.253
9 H 0.3443 2.5929 0.3710  0.385
10 H 1.1516 1.2654 -1.7185  0.183
11 H -1.0915 2.0423 -0.4497  0.364
12 H -2.3559 -0.2382 0.3917  0.318
13 H -0.9195 1.6621 1.2283  0.310
14 H 2.9496 -1.9979 0.7879  0.314
15 N 1.0821 0.4342 -1.1551  -0.374

***

It is <b> that is the most stable of them.